Entry 1:
Density functional theory data (wB97M-V/def2-TZVPD) for a cluster of 6 separate species, C48H63BF4NO7S in total in a non-equilibrium geometry.

Geometry (Å):
C  -4.852  -3.636  1.218
C  -3.307  -3.586  1.182
C  -2.806  -2.619  0.095
C  -1.883  -1.497  0.658
C  -2.046  -0.160  -0.037
N  -1.162  0.118  -1.230
C  -1.037  -0.993  -2.220
C  -1.207  -0.353  -3.584
C  -1.961  -1.204  -4.552
O  -2.461  0.077  -3.827
C  0.076  0.898  -0.946
C  1.207  0.274  -0.132
F  2.327  0.958  -0.592
C  1.502  -1.235  -0.208
C  2.774  -1.568  -1.003
C  -0.438  2.280  -0.500
C  0.575  3.118  0.262
O  -0.688  2.931  -1.720
O  -1.684  2.277  0.199
C  -2.105  1.090  0.846
B  -1.368  1.066  2.305
O  -0.518  0.072  2.731
O  -1.731  2.068  3.133
C  -0.729  2.871  3.782
C  -0.938  4.349  3.433
S  -3.899  1.501  1.151
O  -4.674  1.119  0.008
O  -4.036  2.876  1.497
C  -4.543  0.537  2.612
F  -4.368  1.206  3.755
F  -3.981  -0.685  2.697
F  -5.857  0.407  2.364
H  -5.205  -4.425  0.568
H  -5.236  -2.677  0.887
H  -5.211  -3.764  2.233
H  -2.940  -4.574  0.926
H  -2.905  -3.351  2.163
H  -3.610  -2.213  -0.515
H  -2.187  -3.200  -0.589
H  -0.876  -1.898  0.647
H  -2.145  -1.442  1.706
H  -3.027  -0.230  -0.508
H  -1.726  0.806  -1.749
H  -0.048  -1.422  -2.304
H  -1.859  -1.689  -2.195
H  -0.386  0.220  -3.989
H  -1.992  -0.765  -5.535
H  -2.813  -1.796  -4.254
H  0.495  1.103  -1.927
H  1.151  0.556  0.910
H  1.703  -1.576  0.803
H  0.719  -1.873  -0.593
H  2.736  -1.219  -2.028
H  2.857  -2.650  -0.995
H  3.660  -1.210  -0.498
H  0.946  2.654  1.171
H  1.432  3.242  -0.392
H  0.144  4.097  0.422
H  -1.312  3.648  -1.560
H  0.376  0.348  2.941
H  -0.903  2.774  4.849
H  0.295  2.539  3.616
H  -1.096  4.904  4.348
H  -1.825  4.409  2.813
H  -0.086  4.754  2.901
C  0.423  6.471  9.285
C  0.452  5.401  8.403
C  0.740  5.615  7.062
C  1.008  6.897  6.604
C  0.983  7.967  7.487
C  0.687  7.755  8.826
H  0.196  6.305  10.330
H  0.249  4.400  8.761
H  0.756  4.779  6.373
H  1.237  7.063  5.559
H  1.193  8.967  7.131
H  0.663  8.590  9.513
C  -0.232  -5.420  -6.600
C  -0.920  -4.215  -6.555
C  -1.586  -3.750  -7.680
C  -1.572  -4.496  -8.850
C  -0.888  -5.702  -8.894
C  -0.215  -6.163  -7.772
H  0.290  -5.781  -5.724
H  -0.935  -3.636  -5.639
H  -2.118  -2.807  -7.647
H  -2.095  -4.137  -9.727
H  -0.876  -6.285  -9.805
H  0.323  -7.101  -7.812
C  1.706  3.239  13.969
C  1.734  2.168  13.087
C  2.023  2.381  11.746
C  2.292  3.663  11.289
C  2.267  4.734  12.172
C  1.971  4.522  13.511
H  1.478  3.073  15.014
H  1.530  1.167  13.445
H  2.039  1.546  11.057
H  2.521  3.829  10.244
H  2.479  5.734  11.816
H  1.948  5.357  14.199
C  5.606  4.106  -3.297
C  5.336  2.863  -2.742
C  4.025  2.426  -2.627
C  2.984  3.229  -3.074
C  3.253  4.472  -3.630
C  4.565  4.911  -3.739
H  6.628  4.449  -3.385
H  6.149  2.236  -2.399
H  3.815  1.461  -2.192
H  1.957  2.888  -2.989
H  2.442  5.097  -3.980
H  4.776  5.881  -4.169
C  1.892  -10.579  -10.587
C  2.335  -9.896  -11.711
C  1.559  -8.885  -12.260
C  0.344  -8.552  -11.680
C  -0.098  -9.233  -10.554
C  0.674  -10.249  -10.009
H  2.496  -11.370  -10.161
H  3.285  -10.153  -12.160
H  1.902  -8.357  -13.140
H  -0.260  -7.760  -12.107
H  -1.047  -8.972  -10.101
H  0.327  -10.784  -9.134

**Molar mass**: 884.90 g/mol
**Total charge**: +1
**Lowest unoccupied orbital energy**: -2.3 eV
**HOMO energy**: -10.53 eV
**E_tot**: -3270.43792 Ha
**Max |F|**: 3.7 eV/A

---

Entry 2:
Density functional theory data (wB97M-V/def2-TZVPD) for a structure of composition C48H63BrCdN5OPSe in a non-equilibrium geometry.

Geometry (Å):
Cd  -0.476  -1.105  0.970
N  -4.636  -2.325  0.430
C  -4.474  -1.528  1.535
C  -5.649  -1.043  2.139
C  -5.548  -0.242  3.251
C  -4.285  0.031  3.762
C  -3.192  -0.521  3.124
N  -3.265  -1.266  2.026
C  -3.735  -2.884  -0.459
C  -4.252  -3.797  -1.391
C  -3.407  -4.356  -2.326
C  -2.069  -3.992  -2.302
C  -1.653  -3.098  -1.334
N  -2.452  -2.544  -0.430
H  -5.600  -2.551  0.224
H  -6.613  -1.302  1.727
H  -6.437  0.148  3.721
H  -4.152  0.653  4.630
H  -2.195  -0.370  3.517
H  -5.300  -4.058  -1.374
H  -3.782  -5.061  -3.054
H  -1.360  -4.384  -3.011
H  -0.614  -2.811  -1.287
Br  0.902  -6.080  5.424
C  0.269  -5.187  3.869
C  -1.061  -4.803  3.784
C  -1.451  -4.096  2.656
N  -0.636  -3.813  1.651
C  0.615  -4.245  1.720
C  1.130  -4.922  2.817
H  -1.762  -5.024  4.576
H  -2.469  -3.744  2.557
H  1.234  -4.022  0.858
H  2.169  -5.205  2.856
Se  1.597  -1.858  -1.236
C  3.383  -1.884  -1.911
C  4.023  -3.101  -2.109
C  5.245  -3.143  -2.749
C  5.845  -1.977  -3.193
C  5.220  -0.763  -2.967
C  3.998  -0.714  -2.328
H  3.545  -4.013  -1.782
H  5.731  -4.094  -2.918
H  6.791  -2.013  -3.714
H  5.684  0.152  -3.304
H  3.510  0.237  -2.169
O  -1.009  0.893  -0.741
P  -0.410  1.982  -1.551
C  -1.253  3.651  -1.358
C  -1.531  3.998  0.106
C  -2.740  3.248  0.655
C  -3.979  3.556  -0.176
C  -3.723  3.110  -1.609
C  -2.523  3.853  -2.187
C  1.385  2.213  -1.110
C  1.615  1.921  0.372
C  3.022  2.334  0.775
C  3.160  3.859  0.711
C  2.242  4.466  -0.360
C  2.071  3.514  -1.541
C  -0.429  1.660  -3.394
C  -1.718  0.915  -3.770
C  -1.461  -0.581  -3.883
C  -0.532  -0.879  -5.063
C  0.499  0.245  -5.236
C  0.800  0.888  -3.885
H  -0.505  4.358  -1.735
H  -1.720  5.076  0.184
H  -0.657  3.770  0.718
H  -2.902  3.527  1.701
H  -2.550  2.174  0.604
H  -4.189  4.628  -0.152
H  -4.843  3.029  0.236
H  -4.603  3.289  -2.231
H  -3.522  2.038  -1.602
H  -2.754  4.923  -2.199
H  -2.358  3.546  -3.220
H  1.842  1.380  -1.653
H  1.472  0.851  0.533
H  0.902  2.441  1.011
H  3.736  1.850  0.103
H  3.231  1.981  1.789
H  4.202  4.116  0.510
H  2.894  4.285  1.681
H  2.665  5.413  -0.701
H  1.266  4.686  0.074
H  3.066  3.288  -1.931
H  1.514  4.004  -2.343
H  -0.420  2.643  -3.879
H  -2.103  1.289  -4.721
H  -2.482  1.082  -3.014
H  -2.405  -1.118  -4.003
H  -1.006  -0.921  -2.953
H  -1.117  -0.985  -5.981
H  -0.020  -1.826  -4.883
H  0.119  1.009  -5.921
H  1.418  -0.160  -5.666
H  1.653  1.562  -3.979
H  1.061  0.088  -3.191
C  3.534  -1.505  1.738
N  3.418  -1.537  3.178
C  4.374  -0.626  3.765
C  2.050  -1.410  3.655
C  1.334  -0.076  3.529
C  1.711  0.944  4.405
C  1.028  2.142  4.468
C  -0.086  2.314  3.670
C  -0.451  1.318  2.776
C  0.251  0.119  2.667
H  4.547  -1.797  1.462
H  3.338  -0.509  1.319
H  2.840  -2.213  1.293
H  5.369  -0.938  3.452
H  4.329  -0.678  4.850
H  4.229  0.415  3.443
H  2.055  -1.679  4.720
H  1.456  -2.162  3.123
H  2.555  0.789  5.058
H  1.352  2.920  5.143
H  -0.662  3.229  3.725
H  -1.306  1.496  2.138

**Molar mass**: 1028.32 g/mol
**Total charge**: 0
**Lowest unoccupied orbital energy**: 0.3 eV
**HOMO energy**: -6.52 eV
**E_tot**: -7700.45996 Ha
**Max |F|**: 2.1 eV/A